No. 1
{"formula": "CH4N2S3", "method": "ωB97M-V with the def2-TZVPD basis set", "smiles": "S=C(NS)NS", "homo_ev": -8.4664, "multiplicity": 1, "elements": ["S", "C", "N", "S", "N", "S", "H", "H", "H", "H"], "xyz": [[2.19894, 0.86905, 0.50483], [0.68294, 0.34598, 0.04996], [0.02397, 0.55783, -1.12302], [-1.15483, -0.40151, -2.05868], [0.21441, -0.58220, 1.02031], [-1.38489, -0.61038, 1.56294], [0.33759, 1.64046, -1.41390], [-0.02338, -1.60941, -1.95650], [0.88169, -0.68129, 1.91438], [-1.50964, 1.03046, 1.72969]], "mulliken_charge": [-0.402, 0.281, -0.286, -0.075, -0.328, -0.151, 0.308, 0.196, 0.318, 0.139]}


No. 2
{"formula": "CH4N3", "method": "ωB97M-V with the def2-TZVPD basis set", "charge": 1, "homo_ev": [-15.8895, -15.8878], "multiplicity": 1, "elements": ["C", "N", "N", "N", "H", "H", "H", "H"], "xyz": [[0.28665, 0.01763, 0.56110], [0.70530, -2.42066, 0.50621], [0.46627, -1.30273, 0.42064], [-0.54198, 0.56281, -1.01801], [1.15153, 0.62256, 0.65537], [-0.66592, 0.17886, 1.05871], [0.12318, 1.32943, -1.31624], [-1.52502, 1.01210, -0.86779]], "mulliken_charge": [-0.260, -0.120, 0.561, -0.520, 0.396, 0.329, 0.296, 0.318]}